(1)
Computed, not measured: a 9-piece molecular cluster, C34H55NO24 overall at a distorted geometry, with ωB97M-V/def2-TZVPD.

CARTESIAN COORDINATES (ANGSTROEM)
1 C -3.936 2.611 -0.417
2 C -5.272 1.979 -0.189
3 C -5.805 1.874 1.259
4 O -7.023 2.612 1.233
5 C -7.102 3.251 0.088
6 O -7.958 4.111 -0.055
7 O -6.161 2.822 -0.827
8 H -3.178 1.994 0.025
9 H -3.787 3.562 0.036
10 H -3.618 2.624 -1.465
11 H -5.314 1.021 -0.622
12 H -5.038 2.219 1.939
13 H -6.112 0.873 1.558
14 C 3.911 -3.355 -2.603
15 C 5.308 -3.973 -2.579
16 C 6.329 -2.851 -2.341
17 O 6.499 -2.957 -0.905
18 C 5.994 -4.100 -0.400
19 O 6.055 -4.480 0.769
20 O 5.419 -4.758 -1.424
21 H 3.135 -4.152 -2.630
22 H 3.786 -2.612 -3.450
23 H 3.667 -2.687 -1.786
24 H 5.597 -4.500 -3.504
25 H 6.015 -1.856 -2.676
26 H 7.284 -3.080 -2.866
27 C 0.755 5.826 -1.043
28 C -0.651 5.776 -0.353
29 C -1.457 4.457 -0.543
30 O -1.652 4.035 0.768
31 C -1.073 4.884 1.570
32 O -1.143 4.772 2.797
33 O -0.388 5.806 1.011
34 H 1.307 6.729 -0.824
35 H 0.795 5.800 -2.127
36 H 1.344 5.065 -0.724
37 H -1.287 6.604 -0.692
38 H -0.845 3.696 -1.064
39 H -2.420 4.680 -1.101
40 C -0.364 -3.645 2.880
41 C -1.324 -3.469 4.160
42 C -1.232 -2.152 4.954
43 O -2.561 -1.617 4.917
44 C -3.400 -2.514 4.343
45 O -4.577 -2.423 4.121
46 O -2.736 -3.617 3.985
47 H -0.513 -4.617 2.447
48 H 0.619 -3.585 3.238
49 H -0.580 -2.861 2.208
50 H -1.164 -4.249 4.866
51 H -0.655 -1.471 4.410
52 H -0.898 -2.394 5.986
53 C 0.600 2.628 -4.828
54 C 0.169 4.022 -4.622
55 C -0.459 4.640 -5.874
56 O -1.822 4.677 -5.439
57 C -1.996 4.372 -4.142
58 O -3.057 4.318 -3.578
59 O -0.839 4.074 -3.653
60 H -0.265 1.976 -4.940
61 H 0.935 2.321 -3.882
62 H 1.392 2.525 -5.570
63 H 0.985 4.633 -4.300
64 H -0.215 4.130 -6.850
65 H -0.216 5.667 -6.096
66 C 2.309 -6.129 2.896
67 C 3.181 -5.434 1.918
68 C 2.707 -5.589 0.439
69 O 2.585 -4.226 0.034
70 C 2.820 -3.374 1.016
71 O 2.719 -2.179 0.998
72 O 3.189 -4.006 2.090
73 H 1.283 -5.793 2.830
74 H 2.624 -6.029 3.952
75 H 2.347 -7.169 2.636
76 H 4.170 -5.816 2.063
77 H 1.789 -6.150 0.351
78 H 3.514 -6.078 -0.190
79 C -1.913 1.719 3.764
80 O -2.865 1.134 2.929
81 C -2.573 0.045 2.202
82 O -1.265 -0.569 2.123
83 O -3.634 -0.490 1.622
84 C -3.408 -1.693 0.872
85 H -0.873 1.505 3.601
86 H -2.113 1.448 4.755
87 H -2.027 2.784 3.739
88 H -4.339 -1.926 0.316
89 H -3.189 -2.555 1.464
90 H -2.593 -1.508 0.220
91 C 4.549 0.029 -0.695
92 O 4.016 0.708 0.464
93 C 2.778 1.134 0.410
94 O 1.923 0.876 -0.690
95 O 2.315 1.741 1.474
96 C 1.001 2.366 1.409
97 H 4.040 -0.927 -0.716
98 H 5.578 -0.069 -0.613
99 H 4.207 0.617 -1.533
100 H 0.840 2.798 0.474
101 H 0.828 3.149 2.120
102 H 0.193 1.647 1.617
103 C -1.106 0.358 -1.417
104 C -0.188 -0.777 -1.925
105 C 0.397 -1.692 -0.826
106 C -0.355 -2.917 -0.553
107 N -0.949 -3.900 -0.372
108 H -0.618 0.860 -0.563
109 H -2.129 0.091 -1.068
110 H -1.244 1.194 -2.103
111 H 0.529 -0.288 -2.528
112 H -0.787 -1.471 -2.553
113 H 0.553 -1.118 0.157
114 H 1.392 -2.064 -1.167

The calculation puts the HOMO energy at -10.212 eV. Its charge is 0. The relative energy (zero: lowest compared OMol25 entry of this formula, charge and spin) comes out at 29.14 kJ/mol. The calculation puts the LUMO energy at 0.048 eV. The gap between HOMO and LUMO is 10.26 eV. Its total energy is -3188.9856 Eh.

Atom charges from the Löwdin analysis, given in e for atoms 1 to 99: number 1, C, carries -0.015; number 2, C, carries -0.326; number 3, C, carries -0.058; number 4, O, carries 0.094; number 5, C, carries -0.529; number 6, O, carries 0.124; number 7, O, carries 0.092; number 8, H, carries 0.063; number 9, H, carries 0.075; number 10, H, carries 0.094; number 11, H, carries 0.137; number 12, H, carries 0.122; number 13, H, carries 0.135; number 14, C, carries -0.026; number 15, C, carries -0.310; number 16, C, carries -0.073; number 17, O, carries 0.060; number 18, C, carries -0.505; number 19, O, carries 0.141; number 20, O, carries 0.068; number 21, H, carries 0.101; number 22, H, carries 0.112; number 23, H, carries 0.047; number 24, H, carries 0.162; number 25, H, carries 0.128; number 26, H, carries 0.139; number 27, C, carries 0.016; number 28, C, carries -0.251; number 29, C, carries -0.106; number 30, O, carries 0.066; number 31, C, carries -0.632; number 32, O, carries 0.106; number 33, O, carries 0.142; number 34, H, carries 0.086; number 35, H, carries 0.069; number 36, H, carries 0.041; number 37, H, carries 0.159; number 38, H, carries 0.131; number 39, H, carries 0.137; number 40, C, carries 0.015; number 41, C, carries -0.242; number 42, C, carries -0.072; number 43, O, carries 0.059; number 44, C, carries -0.573; number 45, O, carries 0.147; number 46, O, carries 0.078; number 47, H, carries 0.065; number 48, H, carries 0.058; number 49, H, carries 0.027; number 50, H, carries 0.127; number 51, H, carries 0.096; number 52, H, carries 0.146; number 53, C, carries -0.012; number 54, C, carries -0.341; number 55, C, carries -0.064; number 56, O, carries 0.074; number 57, C, carries -0.589; number 58, O, carries 0.157; number 59, O, carries 0.089; number 60, H, carries 0.110; number 61, H, carries 0.066; number 62, H, carries 0.106; number 63, H, carries 0.141; number 64, H, carries 0.152; number 65, H, carries 0.122; number 66, C, carries -0.025; number 67, C, carries -0.294; number 68, C, carries -0.043; number 69, O, carries 0.038; number 70, C, carries -0.623; number 71, O, carries 0.144; number 72, O, carries 0.113; number 73, H, carries 0.060; number 74, H, carries 0.106; number 75, H, carries 0.089; number 76, H, carries 0.134; number 77, H, carries 0.128; number 78, H, carries 0.145; number 79, C, carries -0.039; number 80, O, carries 0.018; number 81, C, carries -0.360; number 82, O, carries -0.087; number 83, O, carries 0.002; number 84, C, carries -0.009; number 85, H, carries 0.087; number 86, H, carries 0.084; number 87, H, carries 0.079; number 88, H, carries 0.121; number 89, H, carries 0.082; number 90, H, carries 0.043; number 91, C, carries 0.001; number 92, O, carries 0.030; number 93, C, carries -0.428; number 94, O, carries -0.081; number 95, O, carries 0.052; number 96, C, carries 0.005; number 97, H, carries 0.064; number 98, H, carries 0.076; number 99, H, carries 0.095

=====

(2)
Computed, not measured: an isolated ion of composition C6H10N and charge +1 at a distorted geometry, with ωB97M-V/def2-TZVPD.

CARTESIAN COORDINATES (ANGSTROEM)
1 C 0.452 1.290 -1.914
2 C -0.298 2.291 -2.114
3 C 0.929 -0.044 0.131
4 C -0.174 -1.240 0.182
5 C 1.116 0.325 -1.351
6 C -0.901 -1.122 2.304
7 N -0.007 -1.629 1.452
8 H -0.984 2.276 -2.890
9 H 0.049 3.300 -1.955
10 H 0.581 0.837 0.607
11 H 1.871 -0.219 0.583
12 H -1.016 -0.661 -0.026
13 H -0.012 -2.043 -0.522
14 H 1.907 -0.063 -1.952
15 H -1.539 -0.328 1.795
16 H -1.538 -2.060 2.342
17 H -0.436 -0.908 3.328

The calculation puts the HOMO energy (alpha / beta) at -13.682 / -13.682 eV. Its charge is +1. The relative energy (zero: lowest compared OMol25 entry of this formula, charge and spin) comes out at 488.94 kJ/mol. The calculation puts the LUMO energy (alpha / beta) at -7.221 / -7.220 eV. The gap between HOMO and LUMO (alpha / beta) is 6.46 / 6.46 eV. Its total energy is -288.8967 Eh.

Charges computed using natural (NBO), reported in e: number 1, C, carries 0.170; number 2, C, carries -0.447; number 3, C, carries -0.322; number 4, C, carries -0.263; number 5, C, carries -0.321; number 6, C, carries -0.494; number 7, N, carries 0.064; number 8, H, carries 0.249; number 9, H, carries 0.254; number 10, H, carries 0.240; number 11, H, carries 0.257; number 12, H, carries 0.216; number 13, H, carries 0.272; number 14, H, carries 0.255; number 15, H, carries 0.221; number 16, H, carries 0.358; number 17, H, carries 0.291